# 1
Entry from the OMol25 dataset: a 9-piece molecular cluster, C36H67BBr16FN2O5S2 overall in a non-equilibrium geometry (the ωB97M-V functional and the def2-TZVPD basis).

Properties
E_LUMO = 1.35 eV
Energy relative to the best compared isomer or geometry (same formula, charge and spin) = 0.0 kcal/mol
Frontier orbital gap = 0.23667 Ha
Net charge = -1
HOMO level = -5.1 eV

Geometry as XYZ:
```
130
Properties=species:S:1:pos:R:3:mulliken_charge:R:1
H 0.48 2.40 -5.63 0.601
H -1.60 -0.20 1.96 -1.405
C 4.71 6.16 -9.88 -0.619
H -4.54 -7.20 6.28 0.307
H -3.99 -5.03 5.00 0.012
Br 2.55 7.68 -5.53 -0.066
Br 5.67 6.87 -8.34 -0.142
H -2.36 0.12 -5.29 0.377
H -0.96 -5.08 0.81 0.189
H -0.83 -4.39 -1.66 0.164
H -9.15 -6.26 7.83 0.382
H -1.90 -2.00 -0.96 0.135
H 0.56 -0.82 1.23 -0.435
C 0.50 -0.10 0.40 -0.122
C -0.34 2.25 0.37 -2.064
Br -4.87 -4.19 2.53 -0.176
C 0.78 1.36 2.48 -1.556
H 0.00 2.17 4.95 0.387
Br 0.07 -0.26 -6.86 0.026
C -8.28 -5.62 7.77 -0.618
H -3.09 -0.80 2.62 0.508
H 4.91 6.85 -10.70 0.352
C -3.73 -6.52 6.54 -0.563
C 2.57 3.16 2.84 -0.967
C 0.87 9.24 -7.25 -0.622
H -0.48 -0.20 -0.04 -0.155
H 0.61 9.15 -5.14 0.341
H 2.02 10.11 -5.63 0.355
H -3.54 -6.57 7.61 0.444
C -0.03 -4.89 -1.13 -0.610
C 3.72 2.47 -5.77 -0.234
Br -2.85 -3.80 6.84 -0.146
O -1.61 2.04 1.01 -0.390
N 2.54 2.69 -5.06 0.342
C 3.61 0.80 -1.42 -0.456
C 2.10 2.03 -7.11 -1.074
Br 0.66 -6.96 0.76 -0.186
C -4.05 -5.13 6.08 0.039
C 0.76 1.35 0.95 2.670
H 0.08 9.98 -7.34 0.356
C -2.36 -0.94 -5.53 -0.684
S 0.97 3.12 -2.98 -0.286
C -2.58 -0.56 1.68 1.237
H 4.83 2.01 -0.10 0.184
C 1.17 -3.68 5.19 -0.502
H 5.94 -2.06 1.80 0.324
Br 2.77 4.62 -8.43 -0.021
C -0.62 -5.71 0.00 -0.539
H -7.04 -2.87 4.05 0.324
Br 3.85 -4.52 5.80 -0.156
Br 1.16 -3.50 -0.48 0.156
O 1.43 -0.30 -0.60 -0.826
H -7.90 -1.86 2.86 0.405
H -1.48 -2.27 1.05 0.041
N 3.47 2.11 -7.02 -0.617
H 0.51 8.27 -7.56 0.373
H -7.31 -6.06 9.63 0.380
H 6.14 -0.76 2.98 0.393
C 3.23 6.08 -9.62 -0.038
C 1.51 2.35 -5.93 -0.348
H 2.85 6.99 -9.17 -0.180
S 3.85 3.89 -3.13 -0.160
H 1.68 1.70 4.99 0.328
H 5.15 5.19 -10.10 0.391
H 5.41 -0.26 0.39 0.193
C 1.00 2.49 4.67 -1.860
F 3.26 -1.85 0.59 -0.533
C 1.14 2.69 3.16 0.906
H -2.22 0.87 -0.60 0.384
H 2.89 3.45 -0.95 -0.218
C 3.88 3.38 -1.40 -0.298
H 1.44 0.57 2.86 0.539
Br -1.56 -1.84 -4.01 -0.063
H -1.44 -6.32 -0.36 0.445
H 1.03 -4.73 4.93 0.388
H -3.39 -1.30 -5.59 0.347
Br -2.14 -7.22 5.67 -0.172
H -1.40 -2.28 -6.93 0.340
H -2.20 -0.88 -7.66 0.363
Br -7.86 -5.41 5.88 -0.081
H -0.07 3.30 0.49 0.345
C 1.42 9.22 -5.85 -0.594
O -2.70 -1.71 -0.52 -0.540
H 2.56 -2.45 6.28 0.333
H -6.18 -5.67 8.32 0.177
H -5.05 -4.84 6.40 0.046
H 0.23 -3.28 5.56 0.163
C 2.39 3.16 -3.75 0.563
H 5.44 1.95 -1.74 0.463
O -3.34 0.48 1.09 -0.426
C -6.14 -2.79 2.08 -0.403
H 2.58 3.92 2.07 0.176
H 1.91 -3.84 7.19 0.399
C 5.43 -1.25 2.32 -1.353
O 1.99 1.71 0.37 -0.439
H -0.40 2.06 -0.70 0.636
H -0.22 1.11 2.82 0.226
C -7.33 -2.78 3.00 -0.596
H 2.70 5.89 -10.56 0.334
H 4.24 -0.07 -1.61 0.352
H 3.02 0.94 -2.33 0.263
H -5.59 -1.85 2.17 0.160
Br 2.22 9.77 -8.56 -0.160
H 4.50 4.16 -0.95 0.438
C -7.12 -6.16 8.57 -0.450
H -3.38 2.10 -0.05 0.225
H 0.54 -5.50 -1.82 0.453
H 2.84 -0.46 1.96 -0.632
H 3.08 3.52 3.73 0.486
H 4.63 -1.69 2.92 0.200
C 2.25 -3.49 6.21 -0.631
C -2.63 1.38 0.28 -0.357
C 4.52 2.01 -1.15 -0.720
H 4.70 2.63 -5.37 0.448
B 2.64 0.47 -0.16 0.277
H 3.15 2.33 2.42 -0.053
C -2.48 -1.87 0.87 0.829
H 1.27 3.39 5.23 0.489
H 0.40 3.42 2.84 0.377
H 4.90 0.76 1.73 0.191
Br 1.54 -2.73 3.53 0.059
H -3.17 -2.60 1.28 -0.608
C -1.62 -1.23 -6.81 -0.572
H -6.41 -2.95 1.04 0.424
Br -8.56 -4.24 2.65 -0.176
C 3.37 -0.48 1.00 1.505
Br -6.85 -8.06 8.26 -0.128
H 1.55 1.73 -7.98 0.480
C 4.83 -0.25 1.31 -0.284
H -8.54 -4.62 8.13 0.360
```


# 2
Entry from the OMol25 dataset: a 8-piece molecular cluster, C36H67NO24SSi overall in a non-equilibrium geometry (the ωB97M-V functional and the def2-TZVPD basis).

Properties
Structure (SMILES) = CCOC[Si@](CCCS)(CCCC(=O)O)c1ccccn1.COC(=O)OC.COC(=O)OC.COC(=O)OC.COC(=O)OC.COC(=O)OC.COC(=O)OC.COC(=O)OC
E_LUMO = 0.31 eV
Energy relative to the best compared isomer or geometry (same formula, charge and spin) = 0.0 kcal/mol
Frontier orbital gap = 0.34225 Ha
Net charge = 0
HOMO level = -9.0 eV

Geometry as XYZ:
```
130
Properties=species:S:1:pos:R:3:mulliken_charge:R:1
C -3.80 0.18 2.82 0.645
H -1.73 -0.66 0.03 0.448
O -8.70 3.86 -0.09 -0.289
C -1.61 4.92 5.93 0.740
H -1.75 -4.76 0.06 0.610
O 9.59 -4.27 -2.96 -0.557
O -1.54 5.99 5.14 -0.330
H 2.64 -0.35 5.15 0.332
H 8.75 -7.81 -2.29 0.200
H -3.51 -1.85 4.74 0.241
O 3.08 2.49 -5.44 -0.564
O 3.62 -1.57 -2.91 -0.492
H 11.85 -2.97 -2.44 0.291
O 2.89 -3.60 -3.55 -0.352
C -3.03 -3.72 3.78 -0.420
C -6.27 1.19 3.47 -0.628
C -1.51 -1.65 3.88 -0.226
C 12.14 -3.63 -3.26 -0.625
H -9.61 5.10 -1.49 0.298
H -2.93 -4.58 4.44 0.493
H -2.61 1.93 5.27 -0.652
C -2.63 -2.45 4.56 -1.115
H -3.16 -3.97 0.73 0.019
O 0.40 -0.14 -9.22 -0.346
C -2.79 -3.59 -1.30 0.257
H -2.27 -2.76 5.55 0.517
O 3.75 0.60 -6.50 -0.356
C 3.23 -0.16 -5.39 -0.647
O -1.10 -1.62 -8.74 -0.345
C -2.21 2.68 5.95 0.519
C 8.80 -6.74 -2.48 -0.602
H 8.24 -6.51 -3.38 0.287
C 1.24 -0.40 0.02 -0.981
H 3.73 0.10 -4.47 0.358
O -3.52 -4.37 -1.82 -0.568
C -0.89 0.97 2.51 -0.351
H -7.09 5.52 2.98 0.322
C 3.98 3.93 -7.47 -0.672
H -5.60 4.63 2.61 0.136
O 0.61 1.60 7.76 -0.224
C 0.64 0.84 0.68 -0.529
H 4.53 4.36 -6.63 0.300
C -1.04 7.16 5.78 -0.664
H -0.79 1.27 3.55 -0.170
H 3.02 1.35 4.78 0.344
H 1.41 -2.28 -4.18 0.145
H 0.90 -3.93 -3.77 0.276
N -4.05 0.48 4.11 -0.161
C -6.43 5.18 2.18 -0.643
H 8.38 -6.21 -1.63 0.286
Si -2.07 -0.52 2.48 -0.516
H -4.52 0.17 0.80 0.429
C 3.59 1.92 -6.37 0.774
H 3.42 -1.20 -5.63 0.280
O -1.29 4.89 7.09 -0.545
H -10.18 3.42 -1.40 0.213
H -10.65 4.58 -0.14 0.294
H 6.05 -2.10 -1.97 0.299
H -6.05 6.04 1.63 0.325
O -0.67 0.01 -7.24 -0.557
C 6.12 -2.45 -2.99 -0.535
H -3.15 -1.94 -2.19 0.282
H 1.74 0.51 3.88 -0.161
H -0.57 -2.62 -0.08 -0.418
C 2.23 0.61 4.85 -0.322
H 6.17 -1.60 -3.68 0.248
O 4.09 2.50 -7.46 -0.336
C 0.90 1.84 9.14 -0.752
C -9.86 4.28 -0.82 -0.652
O 2.78 1.04 7.42 -0.579
H -2.50 -3.03 -8.32 0.221
C -5.25 0.99 4.39 -0.395
H 13.22 -3.64 -3.35 0.218
H -0.69 -2.30 3.59 0.658
H 2.16 0.00 -5.30 0.285
C 1.65 1.21 7.03 0.546
H 1.25 0.92 9.62 0.302
O 0.43 0.62 2.07 -0.412
H -0.98 -3.06 1.59 0.733
H -1.68 7.46 6.60 0.299
H 0.47 1.88 -8.74 0.318
O -2.08 3.90 5.22 -0.210
C -4.76 0.39 1.83 -0.426
C 1.55 -3.10 -3.49 -0.310
C -0.48 -0.53 -8.30 0.826
H -1.03 7.95 5.02 0.224
H 7.02 -3.06 -3.11 0.169
H -6.78 1.03 1.38 0.488
H -5.43 1.26 5.42 0.408
H 1.30 -2.78 -2.47 0.100
O 10.18 -6.42 -2.64 -0.311
H -0.02 7.00 6.13 0.293
H -2.86 -1.42 -7.65 0.285
H -0.03 2.15 9.60 0.227
C -8.17 4.80 0.69 0.731
H 2.94 4.23 -7.42 0.299
H -1.28 1.85 1.98 0.471
H -7.23 1.58 3.78 0.476
O -2.38 -2.47 -1.97 -0.386
C -2.28 -3.81 0.10 -0.665
H -2.38 -3.89 2.94 0.149
H 1.64 2.63 9.25 0.320
H 1.34 1.68 0.56 0.544
C -1.37 -2.71 0.64 -0.216
O -8.58 5.93 0.81 -0.545
C -6.03 0.88 2.13 -0.727
C 1.14 1.03 -8.88 -0.238
H 1.24 -1.23 0.72 0.326
C -2.13 -1.36 0.77 -0.716
H -4.95 -2.39 3.17 0.079
O 1.22 1.03 5.78 -0.057
H 0.61 -0.71 -0.82 0.132
H -1.24 2.34 6.32 -0.016
O -7.11 4.28 1.30 -0.185
O 11.74 -4.97 -3.01 -0.330
H -1.60 -2.45 -6.90 0.234
C 10.42 -5.14 -2.87 0.837
O 5.01 -3.30 -3.32 -0.339
H 1.81 1.23 -9.70 0.261
H -3.18 -1.56 0.56 0.888
S -4.77 -3.71 3.25 -0.253
H -2.90 2.80 6.79 0.431
H -1.07 -0.99 4.63 0.115
C 3.82 -2.71 -3.23 0.852
C -2.07 -2.15 -7.84 -0.557
H 2.25 -0.25 -0.35 0.454
H 11.71 -3.27 -4.20 0.294
H -0.29 1.11 0.18 0.329
H 4.42 4.27 -8.40 0.235
H 1.72 0.86 -7.97 -0.095
```


# 3
Entry from the OMol25 dataset: C36H68BIrN8O2S as an isolated structure in a non-equilibrium geometry (the ωB97M-V functional and the def2-TZVPD basis).

Properties
E_LUMO = 0.51 eV
Frontier orbital gap = 0.23627 Ha
Net charge = 0
HOMO level = -5.9 eV

Geometry as XYZ:
```
117
Properties=species:S:1:pos:R:3:mulliken_charge:R:1
C -0.17 2.88 -3.90 -1.699
H -4.27 2.05 -1.18 0.267
H 1.71 -2.45 -1.43 -1.064
H 2.36 -4.01 0.73 0.267
N -1.50 0.94 0.76 0.302
H -2.15 -5.95 -1.31 0.314
H 0.08 4.28 3.35 0.069
H -3.50 -8.09 -1.70 0.323
C 4.62 1.02 4.13 -1.368
H 0.43 -0.97 2.56 0.413
Ir 0.13 -0.12 -0.19 2.156
C -0.60 -3.24 -0.92 0.618
C -3.90 0.29 0.04 0.688
C -1.52 -0.78 -3.87 -1.050
C -0.26 -2.87 -4.62 -1.207
H -2.46 -1.29 -4.07 0.593
H 4.92 1.30 5.15 0.434
H 4.71 1.90 3.49 0.190
H 3.74 4.97 2.40 0.408
H 2.32 2.48 4.28 0.056
N 0.80 1.73 -0.73 -0.756
C -2.92 -4.11 -0.48 -1.613
H -0.63 4.50 4.95 0.554
H 3.02 -1.27 -1.94 0.005
H 4.22 4.00 0.98 0.330
H -4.48 -0.38 0.69 0.407
C 3.40 -3.77 0.54 -1.350
N 2.06 -0.37 0.70 -0.285
H -2.52 -6.03 0.40 0.332
H -4.12 -1.02 -1.72 0.584
C 2.16 4.69 0.93 1.729
C -2.81 0.98 0.92 -0.483
C 2.25 1.51 4.77 -1.259
N -0.77 -3.49 -2.23 0.165
H 0.55 -0.88 -4.44 0.096
C -3.32 -0.55 -1.13 -1.154
H -1.46 -3.35 0.84 0.288
H -2.71 5.24 4.02 0.435
H -4.05 2.05 2.43 0.597
C 2.81 0.00 2.74 -0.539
H -1.22 -3.35 -4.87 0.432
H 1.10 -2.81 -2.95 -0.069
H -4.97 -5.92 -0.13 0.303
H -0.38 2.50 -4.90 0.468
H 2.84 1.20 -3.47 0.300
C -4.20 -7.75 -0.94 -1.318
C 1.67 3.62 -0.01 -0.420
C 2.48 5.99 0.20 -1.986
H -4.59 -5.84 -1.84 0.366
H -5.62 0.90 -1.12 0.455
C -2.65 4.51 3.21 -1.432
H -1.66 0.28 -4.10 0.508
H -1.11 2.91 -3.34 0.337
H 1.95 1.49 -4.98 0.457
H 2.56 1.68 5.81 0.454
H -3.63 -3.79 0.29 0.635
H -5.19 -8.15 -1.17 0.388
H -5.30 1.95 0.26 0.401
O 0.06 -0.27 2.00 -1.108
H 1.16 2.58 2.59 -0.855
C 3.41 4.21 1.69 -1.037
C -3.07 1.79 2.05 -1.563
C 2.86 -2.26 -1.50 -0.353
C -1.85 2.26 2.52 0.085
C 3.18 0.49 4.12 0.270
H 5.32 0.26 3.78 0.413
H 1.97 4.47 -2.03 0.590
C 1.09 2.45 -1.80 -0.875
C -1.83 3.28 3.64 0.209
H 1.24 1.10 4.79 0.209
N 1.90 0.42 1.84 1.030
N -1.63 -3.54 -0.13 0.023
H 4.62 -2.17 -0.23 0.591
N 1.15 2.44 0.37 1.105
S 0.84 -2.60 -0.21 -1.034
H 3.82 -4.51 -0.14 0.446
C 0.83 1.97 -3.19 2.813
C -0.40 -1.36 -4.71 -0.122
H -2.61 -1.39 -0.71 0.137
C 3.55 -2.36 -0.08 -0.093
H 1.60 6.36 -0.32 0.427
H 0.22 3.90 -3.99 0.357
H -2.18 4.99 2.34 0.304
H -1.29 -0.86 -2.81 -0.312
B 0.85 1.82 1.75 1.672
C -4.24 -6.23 -0.88 -0.390
H -2.34 2.83 4.50 0.460
H 3.21 3.29 2.25 -0.077
H -3.89 -8.17 0.02 0.323
H 2.79 6.75 0.92 0.471
H 3.94 -3.83 1.48 0.409
H 2.61 2.86 -4.07 0.363
H 0.40 0.96 -3.13 -1.572
C -2.88 -5.63 -0.55 -0.261
H 4.29 -1.65 2.69 0.615
H -3.67 4.25 2.94 0.378
N -0.86 1.68 1.77 0.180
H -0.33 0.36 2.62 0.178
C -4.83 1.36 -0.53 -1.558
H -3.26 -3.68 -1.43 0.336
C 1.64 3.67 -1.39 -0.427
H 0.60 -4.42 -3.43 0.265
H 1.36 4.91 1.65 -0.514
C 2.14 1.88 -3.98 -1.592
C 0.25 -3.40 -3.28 0.059
H 0.08 2.96 4.58 0.040
H -0.58 -1.10 -5.76 0.382
H 3.29 -3.01 -2.18 0.556
H -2.74 0.11 -1.77 -0.158
C -0.48 3.78 4.14 -1.122
H -1.58 -4.03 -2.48 0.303
O -1.36 -1.09 -0.19 -0.506
H 3.29 5.85 -0.52 0.335
H 3.14 -0.39 4.77 0.552
C 3.02 -1.29 0.93 0.079
H 0.46 -3.18 -5.38 0.437
C 3.50 -1.09 2.21 -0.943
```


# 4
Entry from the OMol25 dataset: a 6-piece molecular cluster, C36H68BO13Si overall in a non-equilibrium geometry (the ωB97M-V functional and the def2-TZVPD basis).

Properties
E_LUMO = 1.55 eV
Frontier orbital gap = 0.22714 Ha
Net charge = -1
HOMO level = -4.6 eV

Geometry as XYZ:
```
119
Properties=species:S:1:pos:R:3:mulliken_charge:R:1
H 2.17 -6.64 -4.85 0.333
O -3.89 -4.47 -4.10 -0.274
H -6.08 -1.46 4.56 0.271
H 0.83 -3.72 -5.39 0.061
H -5.13 -1.11 3.13 0.273
C -2.33 1.91 0.55 -0.621
C -5.07 -1.49 4.15 -0.933
C 1.85 -6.25 -3.89 -0.603
O 0.35 -0.98 -5.38 -0.554
H -1.38 -2.30 -6.85 0.186
H 5.39 3.91 2.40 0.254
H -7.17 0.21 6.10 0.270
C 0.23 5.20 4.40 -0.849
H -3.16 2.63 2.41 0.044
H -0.87 7.05 4.07 0.367
C 0.91 -5.23 -3.88 0.379
C -6.24 0.38 6.64 -1.071
C -1.06 -0.70 -5.42 -0.030
C 1.66 1.64 -4.81 -1.246
C -3.33 0.80 -1.39 0.928
H -1.36 -4.59 -6.40 0.336
H 0.94 5.64 5.10 0.309
C -3.33 1.83 1.69 -0.512
H 4.30 4.58 6.66 0.324
H 8.25 0.06 -1.15 0.334
H 5.71 -0.73 1.23 0.340
H 6.42 -2.33 -0.60 0.273
H -2.59 6.16 4.80 0.328
H -4.14 5.74 4.09 0.345
C -5.35 1.28 5.82 0.818
O -4.47 0.73 4.96 -0.350
O -5.45 2.47 5.86 -0.560
H -2.85 -1.71 -6.03 0.286
C -4.08 -5.24 -1.75 -0.626
H -0.53 0.50 -2.64 -0.003
C -2.54 5.44 2.73 0.785
H 8.18 -2.39 -0.71 0.361
H -5.32 1.45 -0.97 0.264
H -4.54 -4.75 -0.90 0.265
C -1.79 -1.97 -5.88 -1.156
H -1.61 -5.48 -4.89 0.309
H 4.17 0.08 1.36 0.267
H -3.12 -0.70 4.52 0.351
H 6.27 3.47 3.88 0.347
H -0.54 4.68 4.98 0.259
H -6.46 0.89 7.58 0.318
C -4.11 -0.66 4.97 -0.509
H -4.66 2.02 -2.51 0.335
C -3.08 -3.26 -3.85 -0.782
H 0.91 2.15 -5.42 0.285
H 2.55 -2.09 -3.93 0.185
H -4.16 2.80 -1.02 0.402
O 4.26 1.23 -0.90 -0.551
O -3.24 -0.08 -2.20 -0.550
H 1.02 0.56 -1.86 0.549
C 0.42 -0.04 -2.55 -0.841
H -4.36 1.90 1.34 0.261
H 1.90 2.20 -3.90 0.345
H 5.59 6.46 5.69 0.366
H -3.03 -4.95 -1.73 0.104
C 2.84 -1.04 -4.04 -0.752
C -4.43 1.84 -1.46 -1.209
C 0.41 -4.71 -5.21 -0.495
O -5.89 -4.48 -3.10 -0.651
H -4.75 -2.53 4.11 0.380
H 5.68 3.95 5.79 0.382
H -3.02 4.45 4.56 0.245
O -3.22 5.12 1.80 -0.551
C 7.38 -0.39 -0.68 -0.347
H 2.62 1.56 -5.34 0.306
H -1.29 0.14 -6.09 0.357
H 7.20 -1.97 -2.12 0.298
H -0.83 -2.77 -3.93 -0.758
H 0.72 -4.81 -0.54 0.418
H 5.35 5.80 4.06 0.273
C -0.37 6.26 3.50 -0.456
C -1.13 -4.59 -5.32 -1.110
H 2.45 -6.64 -0.61 0.375
C 4.82 -0.45 0.67 -1.033
H 0.78 -5.39 -5.99 0.299
O -1.24 5.69 2.52 -0.369
H 3.48 -0.98 -4.92 0.311
H -2.38 2.86 0.03 0.360
H 3.97 6.37 4.98 0.216
H -2.83 -3.14 -2.78 0.274
H -0.20 -3.97 -2.58 0.486
H 0.21 -1.04 -2.17 0.195
H 0.43 6.75 2.94 0.321
H 3.34 -0.73 -3.12 0.066
H -3.23 0.87 2.21 0.242
C 5.09 0.46 -0.51 0.810
B -1.68 -3.16 -4.72 1.317
H -4.00 -1.03 5.99 0.420
H 4.31 -1.34 0.31 0.314
H -1.49 -0.46 -4.44 -0.095
O 3.33 2.19 3.40 -0.532
C 0.53 -4.76 -2.65 0.458
C 2.37 -6.74 -2.72 -0.611
H -4.13 -6.33 -1.69 0.291
H 5.80 2.22 2.75 0.114
H -5.78 -0.57 6.90 0.342
C 4.73 4.49 5.67 -0.432
O 6.26 0.35 -1.17 -0.361
O 3.80 3.71 4.92 -0.369
H 3.12 -7.53 -2.77 0.328
C -4.69 -4.70 -3.04 0.749
H 0.74 4.44 3.81 0.280
C 5.49 3.16 3.19 -0.739
H 7.50 -0.23 0.40 0.287
C 1.05 -5.24 -1.48 -1.093
H -3.74 -2.41 -4.07 0.254
C 4.93 5.86 5.06 -0.889
H -1.32 1.82 0.95 0.393
C 1.99 -6.24 -1.51 -0.351
O -2.48 0.82 -0.35 -0.373
C -3.09 5.45 4.14 -1.000
C 7.29 -1.85 -1.04 -0.986
Si 1.20 -0.11 -4.26 0.917
C 4.14 2.96 3.85 0.691
```